Record 1
68
Properties=species:S:1:pos:R:3:forces:R:3 method="wB97M-V/def2-TZVPD" lumo_energy_ha=-0.11037 orbital_gap_ha=0.255 homo_energy_ev=-9.9422 charge=+1
H 1.175 6.589 0.302 -0.253 -0.200 -0.339
H -1.643 9.618 -2.010 -0.034 -0.182 -0.078
C 0.147 6.364 0.009 -0.133 -0.289 0.678
C -0.288 0.354 1.338 -0.062 -0.375 0.156
H 3.936 2.608 4.242 -0.173 -0.164 -0.575
H 2.271 3.541 2.653 0.147 -0.443 0.020
H 2.635 3.729 -2.133 -0.033 0.163 0.392
H 0.493 2.922 4.432 0.355 0.046 0.149
C -0.521 7.196 -0.856 -0.873 0.146 -0.796
H -1.053 -0.873 -1.095 0.109 -0.085 -0.199
H 5.094 0.454 3.694 -0.379 0.272 -0.258
C 1.961 8.539 4.381 0.050 0.348 0.103
C -2.547 5.894 -0.499 -0.222 0.392 -0.796
C -1.979 8.826 -2.691 -0.138 -0.503 0.456
C 0.035 0.967 -1.080 0.052 0.172 0.222
C 3.672 2.061 3.325 0.586 -0.297 0.243
H 2.558 9.013 3.596 -0.043 -0.222 0.008
H 0.521 -0.347 1.582 -0.161 0.177 0.004
H 2.799 4.657 7.694 -0.137 -0.043 -0.161
C -0.427 -0.189 -1.655 -0.664 -0.031 -0.404
C 2.708 2.563 2.465 -0.705 -0.057 -0.677
C 4.318 0.857 3.032 -0.010 -0.069 -0.061
C 1.677 6.089 4.855 0.399 0.591 -0.473
H 0.762 3.942 1.404 1.130 -1.359 -0.714
C -0.078 -0.408 -2.985 -0.136 -0.180 -0.377
H 1.010 0.269 -4.719 -0.033 0.058 0.463
C 0.758 0.476 -3.674 -0.097 -0.059 -0.270
H 3.571 3.011 -0.804 -0.293 0.062 0.011
C 1.166 4.960 4.171 0.145 0.791 -0.249
H 4.507 -0.744 1.584 0.241 -0.254 0.104
C -0.545 5.353 0.666 -0.202 -0.596 1.195
C 2.297 6.027 6.097 -0.046 -1.101 0.486
C 1.663 3.674 6.129 -0.551 -0.327 -0.470
N 1.471 2.683 -0.780 0.535 -1.825 0.223
H -0.599 0.891 2.240 0.036 -0.127 -0.294
H 1.656 2.718 6.657 -0.127 0.281 -0.106
H 2.577 8.502 5.288 -0.203 -0.016 -0.358
O -2.616 7.750 -1.969 0.095 0.089 -0.051
H -3.580 5.711 -0.740 -0.249 0.118 -0.088
H -2.750 9.221 -3.351 0.119 -0.071 0.083
H -0.644 3.969 2.352 -0.032 0.370 -0.157
H 2.551 4.452 -0.487 0.012 -0.174 -0.206
H 2.703 0.081 0.138 0.053 -0.326 -0.073
H 0.713 7.511 2.100 0.105 0.056 -0.070
H -2.396 4.268 0.905 -0.042 0.065 -0.100
H 0.016 8.005 -1.334 -0.109 0.032 -0.022
C 2.301 4.768 6.735 -0.037 0.920 -0.747
H 2.786 6.898 6.528 -0.187 -0.285 0.078
C -1.890 6.974 -1.117 0.722 0.172 -0.111
H -0.457 -1.291 -3.509 0.194 0.315 0.296
H 1.944 2.304 -3.547 -0.007 -0.254 -0.136
C 0.865 5.406 2.826 -1.533 1.325 0.731
C 0.084 4.614 1.833 -0.484 0.280 -0.085
C 1.276 1.608 -3.051 -0.365 0.347 -0.470
C 0.877 1.843 -1.759 -0.129 0.148 0.241
N 0.129 1.284 0.303 1.887 -0.460 -0.632
H -1.133 8.455 -3.283 -0.145 0.050 0.088
C 2.288 1.797 1.359 1.891 -0.226 1.782
H -1.114 -0.222 0.921 -0.052 0.165 0.332
C 2.631 3.522 -1.058 0.230 0.027 -0.041
C 3.993 0.155 1.866 -0.076 0.287 0.160
C 1.042 3.760 4.864 0.702 -0.134 0.984
C 2.980 0.603 1.041 -0.264 0.691 0.499
C -1.888 5.065 0.374 1.002 0.890 0.070
H 1.111 9.204 4.589 0.052 -0.330 -0.047
C 1.010 6.783 2.831 0.431 -0.787 0.523
N 1.556 7.193 4.015 0.111 -0.201 0.607
C 1.277 2.002 0.377 -1.971 2.209 -0.697

Record 2
72
Properties=species:S:1:pos:R:3:forces:R:3 method="wB97M-V/def2-TZVPD" s2=2.018 lumo_energy_ha="-0.24181 / -0.24756" orbital_gap_ha="0.274 / 0.270" spin_multiplicity=3 homo_energy_ev="-14.0490 / -14.0716" charge=+2
C -4.352 1.301 3.294 -0.549 -0.146 0.192
H -0.471 -1.048 -2.862 0.038 0.000 0.000
C -0.640 -4.716 1.689 -0.280 -0.225 0.035
C 0.424 -5.608 1.710 0.085 -0.149 0.026
C -3.253 2.734 -1.937 0.070 -0.238 -0.056
H 2.602 3.436 -1.508 0.070 -0.052 -0.071
H 4.869 1.193 -2.832 -0.182 -0.121 0.041
H -3.058 -0.612 -1.683 0.122 -0.094 0.081
C -3.095 1.360 2.788 0.582 -0.759 -0.336
H 3.907 0.940 1.516 -0.076 0.089 0.071
H -4.849 -2.009 2.691 -0.010 0.069 0.039
C 0.562 1.566 -1.570 -1.040 0.057 0.974
H 4.954 -2.559 -2.980 -0.022 0.063 0.012
H -4.555 0.312 -1.501 -0.145 -0.017 0.123
C 1.804 0.679 1.594 -0.612 -0.584 0.000
C 2.799 1.444 -2.387 0.061 0.336 -0.138
C -1.222 -2.193 1.488 0.353 0.184 0.293
H 0.234 -6.660 1.888 0.026 0.088 -0.029
C -3.060 1.370 -2.639 -0.045 0.287 -0.021
C -3.184 2.411 -0.438 0.081 -0.415 -0.387
H 5.809 -1.403 -1.950 -0.058 0.001 -0.027
C 2.663 -1.356 -2.408 0.217 -0.250 -0.036
C 2.967 1.431 1.741 0.354 0.019 -0.035
C 0.959 -2.953 1.282 0.089 0.543 -0.135
C 0.554 2.536 2.323 -0.121 -0.693 -0.323
C 2.876 2.960 -2.453 -0.106 -0.210 -0.005
C -4.382 -1.033 2.720 -0.352 -0.199 0.065
C 1.736 -5.172 1.528 0.053 -0.097 0.015
O -0.275 1.252 -0.663 1.390 0.799 -2.805
H 3.812 3.323 2.280 -0.134 -0.119 -0.003
H 0.466 2.577 -1.949 0.067 0.293 0.018
H -2.492 3.452 -2.227 0.020 0.049 -0.053
V -1.049 0.619 0.878 -1.105 0.065 0.786
N -2.439 -2.142 1.876 -0.537 0.722 0.078
C 0.196 -1.414 -2.076 0.256 0.233 -0.185
H -0.325 -1.314 -1.134 -0.032 0.032 0.104
H -2.548 2.290 2.804 0.179 0.116 -0.062
C 0.935 -1.473 1.206 -0.411 -0.120 0.299
H -4.810 2.183 3.725 0.028 -0.129 -0.051
C 3.891 -0.708 -2.604 0.238 -0.210 -0.070
H 2.618 -2.440 -2.496 0.034 0.187 0.008
H 5.716 -1.119 -3.679 -0.063 -0.001 0.039
H 2.211 3.351 -3.233 0.092 -0.070 0.115
C 3.927 0.687 -2.621 0.307 0.102 -0.049
C -3.083 -0.934 2.235 0.950 -0.107 -0.025
H 0.362 -2.474 -2.255 0.051 0.000 -0.015
H -6.037 -0.015 3.613 0.170 -0.007 -0.047
H -4.101 2.658 0.077 -0.289 -0.021 0.184
C 1.514 -0.661 -2.125 -0.236 -0.071 0.078
N -2.455 0.278 2.244 -1.003 -0.029 0.687
O -2.960 0.970 -0.340 0.197 0.005 0.028
C 2.022 -3.828 1.317 0.358 -0.048 -0.047
H 3.043 -3.475 1.194 -0.156 -0.055 0.052
N 0.597 1.263 1.835 0.612 0.364 0.238
C -3.473 0.384 -1.577 0.198 0.165 0.222
C -0.347 -3.390 1.464 -0.442 0.396 -0.126
H 2.547 -5.890 1.573 -0.099 0.063 -0.033
C 5.157 -1.501 -2.822 -0.241 0.175 0.012
N 1.943 -0.691 1.291 0.012 0.880 0.056
C 1.663 3.303 2.503 0.525 0.170 0.042
H 3.886 3.277 -2.704 -0.012 -0.052 0.013
H -2.365 2.922 0.066 0.211 0.023 0.088
H 1.575 4.314 2.885 0.042 -0.154 -0.037
H -2.016 1.217 -2.908 0.035 -0.017 -0.057
H -4.222 3.158 -2.181 -0.072 0.057 -0.030
C 2.903 2.738 2.173 0.082 0.080 0.013
N -0.415 -1.084 1.194 0.201 -0.868 0.256
H -0.422 2.931 2.563 -0.189 -0.010 -0.038
H -1.661 -5.046 1.851 0.146 0.052 -0.017
C -5.022 0.071 3.236 -0.132 0.029 0.036
H -3.666 1.274 -3.540 0.054 0.038 0.030
C 1.600 0.761 -2.052 0.097 -0.496 -0.098

Record 3
67
Properties=species:S:1:pos:R:3:forces:R:3 method="wB97M-V/def2-TZVPD" lumo_energy_ha=-0.16445 orbital_gap_ha=0.239 homo_energy_ev=-10.9701 charge=+1
C -0.114 -1.051 -2.019 1.516 0.639 0.178
C -5.780 2.735 2.551 -0.225 0.165 0.125
C 5.359 1.299 3.335 0.210 -0.193 -0.084
C -3.349 2.262 2.164 0.245 -0.336 0.040
H 0.880 1.459 -2.037 0.041 -0.295 -0.235
C -3.918 -0.328 1.298 0.138 0.046 -0.403
C -4.670 1.814 2.150 -0.085 -0.208 -0.294
H -0.279 -2.128 -2.180 0.163 0.472 0.274
H -4.691 -2.600 -3.454 0.201 0.242 0.100
H 0.106 1.493 0.696 0.050 -0.251 -0.059
H -1.955 -1.606 0.164 0.200 0.290 0.744
C -2.582 0.142 1.221 -0.620 0.882 -0.114
C 6.136 0.372 4.037 -0.178 0.029 0.024
H 5.694 -2.317 1.958 -0.032 0.081 0.225
C -0.201 -0.644 0.992 1.552 0.124 0.035
C 1.958 0.471 0.843 -0.019 -0.290 -0.045
H 4.111 1.649 1.607 0.181 -0.189 0.315
C -2.307 1.402 1.824 -0.317 0.141 -0.433
H 3.863 -1.240 -1.855 0.023 0.192 -0.389
H -6.690 2.584 1.955 0.291 0.020 0.133
C 2.007 -1.665 -2.883 0.682 -0.235 -0.828
H -3.095 1.600 -1.316 -0.255 -0.471 -0.267
H -4.171 -1.344 0.960 0.227 0.531 -0.036
H -5.478 1.376 -1.977 0.253 -0.318 -0.142
C 3.469 -1.204 -2.889 0.170 0.271 0.045
O 3.613 0.097 -3.466 -0.658 -0.362 0.325
H -0.900 0.784 -1.152 0.069 -0.556 -0.986
H 2.370 -2.881 1.369 -0.235 0.414 0.058
C 4.688 0.920 2.169 0.231 -0.153 0.174
C -1.570 -0.623 0.486 -0.179 -1.897 -0.488
H 1.743 -1.962 -3.923 -0.149 0.363 0.621
C -4.933 0.487 1.781 -0.286 0.139 -0.057
C -5.231 -0.625 -2.801 0.191 0.358 0.303
C 2.851 1.090 -2.784 0.829 -0.299 0.254
H 0.967 1.025 -3.768 -0.199 -0.607 0.394
H 3.059 2.008 -3.353 -0.345 -0.172 0.406
H -1.294 1.750 2.021 -0.288 -0.145 -0.399
H -5.984 0.148 1.793 0.753 0.017 0.051
C 2.568 -0.776 0.967 0.719 -0.207 0.049
H 3.233 1.201 -1.747 -0.123 -0.048 -0.401
H -6.277 -0.709 -3.100 0.362 -0.074 0.088
C -2.526 -0.352 -2.039 -0.485 -0.574 -0.002
C 0.445 -1.864 1.282 -0.140 0.371 -0.361
H -0.146 -2.761 1.483 0.151 0.257 -0.228
C 4.774 -0.406 1.745 0.009 0.051 0.637
O 3.943 -0.928 0.759 -0.565 0.255 -0.369
C -4.333 -1.673 -3.003 0.236 0.143 0.033
H 1.909 -2.536 -2.225 -0.009 0.217 -0.178
H -3.150 3.309 2.410 0.070 -0.471 0.225
H 6.852 -1.669 4.088 -0.012 0.199 -0.100
C 1.352 0.784 -2.760 0.611 0.926 -0.022
C 6.262 -0.933 3.547 0.186 0.204 -0.110
H 4.054 -1.869 -3.549 -0.281 0.196 0.524
C -3.446 0.680 -1.813 0.052 0.421 0.080
H -2.302 -2.374 -2.780 -0.249 0.111 -0.049
C 1.833 -1.935 1.244 0.248 0.297 -0.041
C 5.618 -1.316 2.374 -0.309 0.302 0.190
H 6.630 0.663 4.973 -0.233 -0.157 -0.485
H -5.472 3.783 2.481 -0.085 -0.184 -0.066
C -4.784 0.555 -2.183 0.154 -0.272 -0.175
C -2.986 -1.539 -2.628 -0.480 0.141 -0.043
N 1.097 -0.614 -2.386 -2.396 -1.251 -0.072
C -1.158 -0.248 -1.458 -1.327 1.917 1.579
C 0.576 0.531 0.887 -0.059 -0.514 -0.250
H -6.040 2.554 3.599 -0.057 0.006 -0.069
H 5.257 2.324 3.692 0.115 -0.292 -0.088
H 2.536 1.370 0.623 -0.250 -0.412 0.137